The following is a DFT calculation (ωB97M-V/def2-TZVPD) of C16H28F12MgN2O14S4 as an isolated structure at a distorted geometry.

Properties
Charge: 0
Energy above the lowest of the compared OMol25 structures with the same formula, charge and spin (kcal per mole): 0.00
Gap between HOMO and LUMO (eV): 9.021
LUMO level (eV): -0.21
Energy (Ha): -4780.3840

Cartesian coordinates (Å):
Mg (0.97, 1.01, -1.93)
C (3.71, -0.87, -3.84)
F (4.41, -1.74, -4.58)
F (4.65, -0.37, -2.95)
F (3.08, 0.08, -4.63)
S (2.36, -1.73, -2.79)
O (1.21, -1.85, -3.71)
O (2.89, -3.02, -2.42)
N (1.93, -0.54, -1.55)
S (2.69, -1.12, -0.25)
O (4.09, -1.54, -0.39)
O (2.47, -0.14, 0.84)
C (1.71, -2.76, 0.23)
F (0.67, -2.97, -0.54)
F (2.55, -3.75, -0.03)
F (1.51, -2.93, 1.54)
C (-2.25, 3.44, -1.93)
F (-1.96, 3.22, -3.16)
F (-3.03, 4.55, -1.86)
F (-2.91, 2.40, -1.40)
S (-0.61, 3.67, -0.89)
O (0.33, 4.40, -1.77)
O (-1.09, 4.50, 0.24)
N (0.09, 2.03, -0.60)
S (-0.49, 1.69, 0.85)
O (-1.86, 2.14, 1.08)
O (-0.28, 0.29, 1.13)
C (0.70, 2.60, 2.04)
F (1.93, 2.53, 1.47)
F (0.25, 3.90, 2.21)
F (0.74, 1.97, 3.19)
C (-1.97, -2.99, 7.37)
O (-1.80, -2.03, 6.37)
C (-0.95, -2.53, 5.30)
C (-0.53, -1.38, 4.44)
O (-1.37, -0.91, 3.42)
C (-1.76, -1.84, 2.36)
C (-3.09, -1.38, 1.79)
O (-4.16, -1.09, 2.70)
C (-4.62, -2.25, 3.36)
H (-2.39, -3.92, 6.98)
H (-2.53, -2.48, 8.15)
H (-1.09, -3.43, 7.83)
H (-1.50, -3.35, 4.85)
H (-0.06, -3.03, 5.69)
H (0.40, -1.64, 3.94)
H (-0.26, -0.54, 5.08)
H (-1.90, -2.85, 2.75)
H (-1.08, -1.96, 1.52)
H (-3.40, -2.10, 1.03)
H (-2.90, -0.49, 1.19)
H (-4.76, -3.05, 2.63)
H (-5.55, -2.11, 3.92)
H (-3.93, -2.60, 4.13)
C (3.76, 2.35, -1.32)
O (2.64, 2.08, -2.17)
C (2.76, 2.83, -3.38)
C (1.53, 2.72, -4.20)
O (0.75, 1.64, -3.72)
C (-0.02, 1.01, -4.66)
C (-1.07, 0.21, -3.89)
O (-0.77, 0.01, -2.48)
C (-1.65, -0.80, -1.72)
H (3.56, 1.73, -0.45)
H (3.89, 3.41, -1.10)
H (4.70, 2.01, -1.77)
H (3.62, 2.51, -3.97)
H (3.02, 3.88, -3.23)
H (1.73, 2.58, -5.27)
H (0.97, 3.65, -4.13)
H (0.60, 0.36, -5.27)
H (-0.42, 1.77, -5.33)
H (-1.18, -0.82, -4.24)
H (-2.07, 0.63, -3.98)
H (-1.89, -1.83, -1.99)
H (-2.50, -0.20, -1.40)
H (-1.18, -0.86, -0.74)

The following is a DFT calculation (ωB97M-V/def2-TZVPD) of C16H28F12Mn2N4O16S4 as an isolated structure at a distorted geometry.

Properties
Spin multiplicity: 11
Charge: 0
Energy above the lowest of the compared OMol25 structures with the same formula, charge and spin (kcal per mole): 68.20
Gap between HOMO and LUMO (alpha / beta) (eV): 7.812 / 7.242
LUMO level (alpha / beta) (eV): -1.23 / -1.79
⟨S²⟩: 30.01
Energy (Ha): -7142.5514

Cartesian coordinates (Å):
Mn (-1.86, 0.25, 4.28)
Mn (-1.86, 3.05, 0.20)
C (0.33, 4.04, 4.17)
F (-0.89, 4.34, 4.69)
F (0.94, 5.16, 3.67)
F (1.05, 3.49, 5.15)
S (0.19, 2.67, 2.87)
O (-0.61, 3.16, 1.80)
O (1.53, 2.29, 2.54)
O (-0.56, 1.62, 3.58)
C (0.16, -1.16, 0.47)
F (1.05, -0.26, 0.84)
F (0.27, -1.65, -0.75)
F (0.22, -2.18, 1.36)
S (-1.59, -0.38, 0.74)
O (-2.62, -1.20, 0.10)
O (-1.83, -0.10, 2.18)
O (-1.52, 0.94, 0.02)
C (-5.75, 1.65, 2.56)
F (-6.60, 2.44, 1.89)
F (-6.40, 1.40, 3.69)
F (-5.55, 0.44, 1.92)
S (-4.05, 2.47, 2.87)
O (-3.37, 1.47, 3.79)
O (-3.44, 2.69, 1.58)
O (-4.39, 3.72, 3.51)
C (1.49, -2.91, 4.42)
F (2.47, -3.49, 5.16)
F (2.07, -2.25, 3.43)
F (0.62, -3.81, 3.94)
S (0.55, -1.71, 5.53)
O (-0.29, -1.04, 4.53)
O (-0.32, -2.40, 6.42)
O (1.54, -0.81, 6.13)
C (-0.98, -1.33, -5.14)
O (-0.47, -1.99, -6.06)
N (-0.26, -0.34, -4.58)
C (-0.54, 0.13, -3.20)
C (0.99, 0.18, -5.23)
H (-1.95, -1.64, -4.70)
H (-1.49, -0.07, -2.69)
H (-0.38, 1.20, -3.23)
H (0.21, -0.25, -2.50)
H (1.51, 1.03, -4.80)
H (1.77, -0.58, -5.29)
H (0.76, 0.34, -6.28)
C (4.86, 1.69, 2.76)
O (5.51, 2.71, 2.95)
N (5.30, 0.50, 2.30)
C (4.52, -0.72, 2.11)
C (6.69, 0.48, 2.17)
H (3.77, 1.73, 2.93)
H (4.68, -1.56, 2.78)
H (4.65, -1.02, 1.07)
H (3.49, -0.39, 2.25)
H (6.99, 0.55, 1.12)
H (7.29, 1.29, 2.59)
H (7.16, -0.33, 2.72)
C (1.77, -4.50, -4.26)
O (1.89, -5.52, -4.90)
N (2.86, -3.83, -3.85)
C (2.63, -2.75, -2.94)
C (4.07, -3.79, -4.65)
H (0.80, -4.04, -3.98)
H (3.00, -1.77, -3.24)
H (3.08, -3.00, -1.98)
H (1.56, -2.68, -2.75)
H (4.33, -4.75, -5.10)
H (3.73, -3.06, -5.38)
H (4.88, -3.51, -3.99)
C (-3.96, 2.81, -2.33)
O (-2.98, 2.90, -1.50)
N (-4.89, 1.89, -2.20)
C (-4.86, 0.96, -1.02)
C (-5.78, 1.50, -3.25)
H (-4.04, 3.41, -3.24)
H (-4.67, -0.08, -1.30)
H (-5.91, 0.93, -0.74)
H (-4.42, 1.20, -0.05)
H (-6.78, 1.37, -2.83)
H (-5.80, 2.21, -4.07)
H (-5.52, 0.57, -3.75)

The following is a DFT calculation (ωB97M-V/def2-TZVPD) of C16H28F5N6ORe as an isolated structure at a distorted geometry.

Properties
Spin multiplicity: 4
Charge: +3
Gap between HOMO and LUMO (alpha / beta) (eV): 9.155 / 6.448
LUMO level (alpha / beta) (eV): -8.58 / -11.19
⟨S²⟩: 3.79
Energy (Ha): -1606.8091

Cartesian coordinates (Å):
Re (-6.98, 13.33, 9.11)
N (-5.56, 14.60, 10.10)
C (-5.44, 15.94, 9.39)
C (-5.64, 15.75, 7.88)
N (-6.72, 14.79, 7.58)
C (-8.09, 15.44, 7.31)
C (-8.82, 15.73, 8.59)
N (-8.71, 14.64, 9.56)
H (-4.62, 14.19, 10.14)
H (-5.79, 14.71, 11.09)
H (-6.14, 16.76, 9.79)
H (-4.41, 16.33, 9.46)
H (-5.84, 16.76, 7.47)
H (-4.71, 15.41, 7.40)
H (-6.42, 14.24, 6.73)
H (-7.96, 16.37, 6.78)
H (-8.69, 14.70, 6.75)
H (-8.40, 16.71, 8.95)
H (-9.88, 15.96, 8.36)
H (-8.57, 15.07, 10.50)
H (-9.58, 14.14, 9.68)
C (-9.01, 11.09, 8.98)
C (-8.75, 11.27, 10.45)
N (-7.37, 11.90, 10.66)
C (-6.38, 10.81, 10.73)
C (-5.20, 11.12, 9.82)
N (-5.67, 11.76, 8.57)
C (-6.26, 10.79, 7.59)
C (-7.54, 11.26, 6.98)
N (-8.33, 12.01, 8.08)
H (-10.15, 11.16, 8.80)
H (-8.80, 10.07, 8.78)
H (-8.75, 10.27, 10.90)
H (-9.47, 11.97, 10.96)
H (-7.44, 12.37, 11.58)
H (-6.87, 9.84, 10.58)
H (-5.91, 10.56, 11.69)
H (-4.73, 10.17, 9.47)
H (-4.40, 11.75, 10.34)
H (-4.82, 12.17, 7.97)
H (-6.37, 9.84, 8.07)
H (-5.63, 10.59, 6.71)
H (-8.13, 10.48, 6.50)
H (-7.31, 11.98, 6.18)
H (-9.01, 12.63, 7.56)
F (-1.12, 13.61, 2.38)
C (-1.98, 13.43, 3.40)
C (-3.28, 14.09, 3.39)
F (-3.51, 14.97, 2.38)
C (-4.18, 13.90, 4.41)
F (-5.44, 14.43, 4.33)
C (-3.87, 13.15, 5.62)
O (-4.71, 13.11, 6.56)
C (-2.57, 12.56, 5.61)
F (-2.22, 11.84, 6.71)
C (-1.67, 12.73, 4.54)
F (-0.47, 12.09, 4.57)